[1]
{
  "formula": "C3H5NO2Si",
  "method": "the ωB97M-V functional and the def2-TZVPD basis",
  "total_charge": 0,
  "max_force_ha_per_bohr": 0.0735,
  "relative_energy_kcal_mol": 147.2,
  "e_homo_ev": [-7.326, -7.643],
  "orbital_gap_ev": [7.5, 8.0],
  "elements": ["C", "C", "C", "N", "O", "O", "Si", "H", "H", "H", "H", "H"],
  "positions_angstrom": [[-1.79, -0.79, 0.40], [0.32, -1.94, 0.69], [-0.57, 1.14, -0.37], [-0.87, -1.72, 0.74], [1.37, -2.43, 0.76], [-1.57, 0.42, 0.03], [1.34, 1.15, -0.47], [-2.90, -1.17, 0.32], [-0.90, 2.17, -0.47], [1.60, -0.20, -1.18], [1.86, 1.37, 0.98], [2.12, 2.02, -1.42]]
}


[2]
{
  "formula": "C3H5NO3",
  "method": "the ωB97M-V functional and the def2-TZVPD basis",
  "total_charge": 0,
  "max_force_ha_per_bohr": 0.1328,
  "relative_energy_kcal_mol": 94.6,
  "e_homo_ev": -8.540,
  "orbital_gap_ev": 9.2,
  "elements": ["C", "C", "C", "N", "O", "O", "O", "H", "H", "H", "H", "H"],
  "positions_angstrom": [[-1.65, -0.21, 0.03], [0.83, 1.47, 0.41], [0.34, 0.21, -0.10], [0.80, -1.18, -0.13], [-1.95, -1.36, -0.45], [-2.38, 0.58, 0.54], [0.70, 1.14, -0.98], [0.15, 2.38, 0.74], [1.82, 1.60, 0.85], [-1.29, -1.87, -0.93], [0.97, -1.57, 0.75], [1.65, -1.18, -0.74]]
}


[3]
{
  "formula": "C3H5NO3",
  "method": "the ωB97M-V functional and the def2-TZVPD basis",
  "total_charge": 0,
  "max_force_ha_per_bohr": 0.0342,
  "relative_energy_kcal_mol": 75.0,
  "e_homo_ev": -7.123,
  "orbital_gap_ev": 7.2,
  "elements": ["C", "C", "C", "N", "O", "O", "O", "H", "H", "H", "H", "H"],
  "positions_angstrom": [[0.45, -1.34, 0.30], [-1.07, 0.25, 0.56], [1.20, -0.93, -0.81], [-1.34, 1.50, 0.92], [-0.12, -0.37, 1.18], [1.04, 0.42, -1.15], [1.94, -1.64, -1.48], [1.55, 0.52, -1.97], [0.66, -2.27, 0.80], [-1.61, -0.18, -0.27], [-2.00, 2.06, 0.40], [-0.69, 1.98, 1.52]]
}


[4]
{
  "formula": "C3H5NO3",
  "method": "the ωB97M-V functional and the def2-TZVPD basis",
  "total_charge": 0,
  "max_force_ha_per_bohr": 0.0994,
  "relative_energy_kcal_mol": 161.2,
  "e_homo_ev": -9.378,
  "smiles": "OOC1=NOCC1",
  "orbital_gap_ev": 10.2,
  "elements": ["O", "O", "C", "N", "O", "C", "C", "H", "H", "H", "H", "H"],
  "positions_angstrom": [[-3.47, -0.29, 0.19], [-2.42, 0.61, -0.10], [-1.09, -0.13, 0.00], [-1.10, -1.41, -0.12], [0.22, -1.81, 0.10], [1.09, -0.64, -0.02], [0.16, 0.58, 0.21], [-3.92, -0.19, -0.64], [1.64, -0.53, -0.94], [1.99, -0.62, 0.75], [0.46, 1.24, -0.59], [0.36, 0.91, 1.14]]
}


[5]
{
  "formula": "C3H5NO3",
  "method": "the ωB97M-V functional and the def2-TZVPD basis",
  "total_charge": 0,
  "max_force_ha_per_bohr": 0.0868,
  "relative_energy_kcal_mol": 91.8,
  "e_homo_ev": [-9.074, -9.074],
  "smiles": "CCN=O.O=C=O",
  "orbital_gap_ev": [9.0, 9.0],
  "elements": ["C", "C", "N", "O", "H", "H", "H", "H", "H", "O", "C", "O"],
  "positions_angstrom": [[-0.84, -1.33, -0.59], [0.51, -0.86, -0.03], [0.99, 0.47, -0.42], [2.21, 0.55, -0.45], [-1.54, -0.43, -0.28], [-0.75, -1.52, -1.71], [-1.13, -2.29, -0.09], [0.62, -1.10, 1.14], [1.31, -1.60, -0.33], [-1.52, 2.91, 1.28], [-0.45, 2.76, 0.94], [0.59, 2.45, 0.56]]
}


[6]
{
  "formula": "C3H5NO3",
  "method": "the ωB97M-V functional and the def2-TZVPD basis",
  "total_charge": 0,
  "max_force_ha_per_bohr": 0.0097,
  "relative_energy_kcal_mol": 20.7,
  "e_homo_ev": -10.222,
  "smiles": "O=C1CO[C@H](O)N1",
  "orbital_gap_ev": 10.8,
  "elements": ["O", "C", "C", "O", "C", "O", "N", "H", "H", "H", "H", "H"],
  "positions_angstrom": [[-0.64, 2.37, 0.19], [-0.32, 1.20, 0.22], [0.90, 0.58, 0.89], [0.72, -0.82, 0.76], [-0.31, -1.11, -0.16], [0.14, -1.66, -1.35], [-0.97, 0.16, -0.35], [1.82, 0.93, 0.40], [0.92, 0.86, 1.95], [-0.97, -1.86, 0.29], [0.50, -0.94, -1.89], [-1.79, 0.29, -0.92]]
}


[7]
{
  "formula": "C3H5NO3",
  "method": "the ωB97M-V functional and the def2-TZVPD basis",
  "total_charge": 0,
  "max_force_ha_per_bohr": 0.0681,
  "relative_energy_kcal_mol": 133.2,
  "e_homo_ev": [-9.117, -8.951],
  "orbital_gap_ev": [6.4, 5.2],
  "elements": ["N", "C", "O", "C", "O", "C", "O", "H", "H", "H", "H", "H"],
  "positions_angstrom": [[-1.75, -0.70, 0.12], [-0.67, -0.10, 0.71], [0.25, -0.75, 1.23], [-0.54, 1.31, 0.81], [1.91, 0.75, -0.58], [1.70, -0.30, -1.20], [0.76, -1.14, -0.96], [-2.05, -0.30, -0.75], [-1.56, -1.69, 0.02], [-1.37, 1.98, 0.64], [0.41, 1.69, 1.17], [2.34, -0.59, -2.06]]
}


[8]
{
  "formula": "C3H5NO3S",
  "method": "the ωB97M-V functional and the def2-TZVPD basis",
  "total_charge": -2,
  "max_force_ha_per_bohr": 0.0970,
  "relative_energy_kcal_mol": 9.2,
  "e_homo_ev": 0.333,
  "orbital_gap_ev": 5.8,
  "elements": ["C", "C", "C", "N", "O", "O", "O", "S", "H", "H", "H", "H", "H"],
  "positions_angstrom": [[-0.22, -0.65, 1.52], [-0.54, 2.05, -1.36], [0.49, -0.75, 0.44], [0.54, 2.07, -0.76], [0.94, 3.19, -0.13], [1.55, -3.04, 0.18], [-0.91, -2.94, 0.10], [0.38, -2.45, -0.53], [-0.78, -1.61, 1.75], [-0.27, 0.27, 2.04], [-0.72, 1.13, -2.02], [-1.47, 2.66, -1.29], [1.02, 0.07, 0.04]]
}


[9]
{
  "formula": "C3H5NO3S",
  "method": "the ωB97M-V functional and the def2-TZVPD basis",
  "total_charge": 0,
  "max_force_ha_per_bohr": 0.0412,
  "relative_energy_kcal_mol": 72.3,
  "e_homo_ev": -6.882,
  "orbital_gap_ev": 6.9,
  "elements": ["C", "C", "C", "N", "O", "O", "O", "S", "H", "H", "H", "H", "H"],
  "positions_angstrom": [[1.46, -0.89, 0.40], [-1.39, -1.19, 0.64], [0.11, 0.98, -0.60], [1.17, 0.17, -0.55], [2.59, -1.13, 0.68], [-0.47, 1.24, -1.77], [-0.25, 1.73, 0.45], [0.11, -1.78, 1.17], [-1.88, -0.48, 1.29], [-2.02, -1.90, 0.14], [1.55, -0.08, -1.46], [-1.20, 1.86, -1.64], [0.22, 1.46, 1.25]]
}


[10]
{
  "formula": "C3H5NO3S",
  "method": "the ωB97M-V functional and the def2-TZVPD basis",
  "total_charge": 0,
  "max_force_ha_per_bohr": 0.0936,
  "relative_energy_kcal_mol": 116.2,
  "e_homo_ev": -9.530,
  "orbital_gap_ev": 9.6,
  "elements": ["C", "C", "C", "H", "H", "H", "H", "H", "N", "O", "O", "O", "S"],
  "positions_angstrom": [[1.96, -0.88, -0.16], [0.28, 0.66, 0.29], [-1.02, 1.17, -0.02], [1.53, -2.02, 0.46], [2.31, 0.14, 0.75], [2.54, -1.06, -1.23], [-2.99, 1.05, -0.49], [-0.93, -1.62, -0.56], [-2.19, 0.50, -0.01], [0.67, -0.33, -0.42], [0.88, 1.09, 1.26], [-0.92, 2.36, -0.30], [-2.13, -1.05, 0.42]]
}


[11]
{
  "formula": "C3H5NO4",
  "method": "the ωB97M-V functional and the def2-TZVPD basis",
  "total_charge": 0,
  "max_force_ha_per_bohr": 0.1051,
  "relative_energy_kcal_mol": 202.2,
  "e_homo_ev": -10.215,
  "orbital_gap_ev": 9.4,
  "elements": ["C", "C", "C", "N", "O", "O", "O", "O", "H", "H", "H", "H", "H"],
  "positions_angstrom": [[-0.65, -0.66, -0.38], [-1.40, 0.29, 0.62], [0.69, -0.12, -0.70], [1.89, -0.29, 0.20], [1.68, -0.62, 1.32], [2.99, -0.13, -0.31], [-1.12, 1.51, 0.07], [0.31, 1.62, -0.10], [-0.57, -1.67, -0.16], [-1.23, -0.52, -1.29], [-2.53, 0.34, 0.80], [-1.13, 0.01, 1.61], [1.06, 0.25, -1.68]]
}


[12]
{
  "formula": "C3H5NO4",
  "method": "the ωB97M-V functional and the def2-TZVPD basis",
  "total_charge": 0,
  "max_force_ha_per_bohr": 0.0587,
  "relative_energy_kcal_mol": 10.9,
  "e_homo_ev": -9.848,
  "smiles": "NC(C(=O)O)C(=O)O",
  "orbital_gap_ev": 10.1,
  "elements": ["N", "C", "C", "O", "O", "C", "O", "O", "H", "H", "H", "H", "H"],
  "positions_angstrom": [[-0.04, 1.92, 0.37], [0.04, 0.52, 0.48], [-1.20, -0.11, -0.04], [-2.11, 0.54, -0.52], [-1.32, -1.44, 0.16], [1.29, -0.20, -0.08], [2.23, 0.42, -0.51], [1.31, -1.54, 0.07], [0.81, 2.42, 0.38], [-0.59, 2.31, -0.38], [0.18, 0.21, 1.56], [-2.15, -1.66, -0.33], [0.36, -1.80, 0.46]]
}